1.
# C4H10N3

A cluster of 2 separate species, C4H10N3 in total (ωB97M-V/def2-TZVPD, the Open Molecules 2025 dataset).

Each line ends with the natural charge from an NBO analysis.
Atoms and positions in Å:
C -1.86 -0.45 -0.04  0.58
C 0.31 0.18 0.04  0.37
C -2.54 0.67 -0.57  -0.74
C 2.55 -0.73 -0.39  -0.45
N -1.93 -1.53 0.47  -0.60
N 1.16 -0.73 -0.33  -0.54
N 0.74 1.34 0.52  -0.82
H -3.56 0.49 -0.54  0.27
H -2.17 1.61 -0.18  0.27
H -2.24 0.75 -1.66  0.28
H 3.12 -1.29 0.32  0.23
H 2.73 -1.19 -1.31  0.23
H 3.03 0.29 -0.41  0.22
H -2.47 -2.40 0.56  0.47
H 0.72 -1.50 -0.70  0.41
H 0.30 2.27 0.59  0.44
H 1.70 1.30 1.05  0.40

Computed properties:
spin multiplicity	1
total charge	+1
total energy	-8771.1184	eV
molar mass	100.1	g mol⁻¹
energy relative to the best compared isomer or geometry (same formula, charge and spin)	335.8	kJ/mol

2.
# C15H51N2O18PSSi

A cluster of 13 separate species, C15H51N2O18PSSi in total (ωB97M-V/def2-TZVPD, the Open Molecules 2025 dataset).

Each line ends with the Löwdin charge.
Atoms and positions in Å:
C -2.10 -0.37 -1.28  -0.15
Si -2.72 -2.14 -1.01  0.45
C -1.34 -3.26 -1.68  -0.15
C -4.24 -2.44 -2.10  -0.17
O -3.03 -2.50 0.60  -0.23
C -3.90 -1.58 1.27  -0.25
C -3.49 -1.27 2.72  -0.12
C -2.05 -0.74 2.94  -0.28
N -0.98 -1.63 2.48  0.06
C -1.85 0.72 2.45  -0.29
O -2.96 1.24 1.69  -0.07
N -3.75 2.10 2.45  -0.02
O -4.47 2.69 1.74  0.07
O -0.71 0.85 1.65  -0.16
C 0.13 1.93 2.00  -0.35
C -0.40 3.25 1.40  -0.10
C 0.26 4.51 1.92  -0.21
C 1.61 4.79 1.88  -0.05
C 2.14 5.96 2.37  -0.08
C 1.33 6.93 2.92  -0.08
C -0.02 6.66 2.94  -0.09
C -0.55 5.49 2.47  -0.05
P 1.82 1.49 1.27  0.29
O 2.02 2.27 -0.12  -0.21
O 3.02 1.78 2.31  -0.23
S 1.86 -0.42 0.88  0.32
H -2.94 0.31 -1.07  0.03
H -1.28 -0.12 -0.61  0.02
H -1.80 -0.24 -2.32  0.04
H -1.01 -3.96 -0.91  0.02
H -1.65 -3.74 -2.61  0.02
H -0.47 -2.63 -1.92  0.03
H -3.95 -2.44 -3.16  0.03
H -4.68 -3.41 -1.84  0.03
H -5.02 -1.68 -1.95  0.03
H -4.07 -0.66 0.70  0.10
H -4.89 -2.06 1.32  0.12
H -3.72 -2.14 3.34  0.12
H -4.18 -0.48 3.06  0.11
H -1.91 -0.70 4.04  0.14
H -0.88 -1.58 1.48  0.03
H -1.28 -2.57 2.73  0.08
H -1.75 1.37 3.33  0.15
H 0.29 1.99 3.09  0.15
H -1.46 3.32 1.69  0.10
H -0.38 3.17 0.30  0.13
H 2.32 4.09 1.44  0.08
H 3.21 6.14 2.33  0.08
H 1.75 7.85 3.31  0.09
H -0.70 7.42 3.33  0.11
H -1.63 5.34 2.51  0.11
H 2.95 2.52 -0.23  0.06
H 3.33 0.91 2.61  0.05
O 1.07 -5.14 -1.13  -0.05
H 1.35 -4.94 -0.23  0.07
H 1.55 -5.94 -1.36  0.06
O -1.60 -6.45 -2.94  -0.06
H -0.96 -6.10 -2.31  0.00
H -2.35 -5.86 -2.86  0.03
O 1.63 -3.42 -3.47  -0.07
H 1.35 -4.06 -2.80  0.00
H 1.41 -3.85 -4.31  0.01
O 4.44 2.06 -1.99  -0.05
H 4.36 2.10 -2.95  0.06
H 4.12 1.18 -1.77  0.05
O -0.20 -7.68 -0.67  -0.06
H -0.48 -8.32 0.00  0.05
H -0.41 -8.11 -1.51  0.05
O -1.14 -6.67 2.06  -0.05
H -2.04 -6.35 1.93  0.04
H -0.85 -6.93 1.18  -0.02
O 4.74 -3.26 -2.71  -0.07
H 4.62 -2.31 -2.63  0.02
H 3.93 -3.55 -3.16  0.00
O 4.05 8.56 2.97  -0.05
H 4.17 9.50 3.13  0.04
H 4.94 8.22 2.83  0.04
O 4.93 5.56 3.91  -0.05
H 4.80 5.63 4.86  0.05
H 4.80 4.63 3.71  0.04
O -0.18 -4.01 -5.61  -0.06
H -0.94 -4.46 -5.99  0.05
H -0.41 -3.07 -5.64  0.03
O -1.03 -1.35 -7.27  -0.05
H -0.16 -1.29 -7.68  0.04
H -1.62 -1.60 -7.99  0.04
O 3.91 5.05 -2.62  -0.06
H 4.00 4.15 -2.28  -0.01
H 4.70 5.18 -3.16  0.03

Computed properties:
spin multiplicity	1
total charge	0
total energy	-84220.0313	eV
molar mass	638.7	g mol⁻¹

3.
# C2H12NO2S

A cluster of 3 separate species, C2H12NO2S in total (ωB97M-V/def2-TZVPD, the Open Molecules 2025 dataset).

Each line ends with the natural charge from an NBO analysis.
Atoms and positions in Å:
C 0.09 0.24 0.14  -0.25
C -0.55 1.63 -0.23  -0.54
S -1.02 1.58 -1.98  -0.05
N -0.73 -0.97 0.06  -0.64
H 0.42 0.34 1.25  0.23
H 0.91 0.15 -0.50  0.24
H 0.19 2.46 0.08  0.28
H -1.38 1.82 0.36  0.22
H -0.12 2.49 -2.47  0.18
H -0.77 -1.51 -0.75  0.43
H -1.63 -0.77 0.32  0.45
H -0.37 -1.59 0.71  0.44
H -2.88 -0.49 2.86  0.51
H -2.97 -1.86 2.13  0.49
O -2.27 -1.12 2.28  -0.99
H 4.93 -0.54 -1.89  0.48
H 3.90 -1.34 -1.04  0.47
O 4.24 -0.52 -1.35  -0.95

Computed properties:
spin multiplicity	1
total charge	+1
total energy	-18681.2363	eV
molar mass	114.2	g mol⁻¹
energy relative to the best compared isomer or geometry (same formula, charge and spin)	192.0	kJ/mol

4.
# C5H14NO2

A cluster of 2 separate species, C5H14NO2 in total (ωB97M-V/def2-TZVPD, the Open Molecules 2025 dataset).

Each line ends with the natural charge from an NBO analysis.
Atoms and positions in Å:
C -1.64 0.59 0.57  -0.03
O -1.95 0.42 1.85  -0.95
C -0.84 -0.66 0.11  -0.07
C 0.53 -0.61 0.82  -0.26
C 1.48 0.49 0.40  -0.63
C 1.28 -1.83 0.34  -0.60
N -0.69 -0.79 -1.40  -0.89
H -2.62 0.66 -0.11  0.03
H -1.16 1.57 0.40  0.10
H -1.33 -1.49 0.59  0.19
H 0.36 -0.60 1.90  0.25
H 1.11 1.22 -0.33  0.18
H 1.58 1.23 1.23  0.21
H 2.51 0.39 0.21  0.20
H 1.86 -1.78 -0.57  0.19
H 0.66 -2.74 0.29  0.20
H 2.05 -2.23 0.99  0.18
H 0.11 -0.25 -1.72  0.35
H -1.64 -0.47 -1.70  0.36
H 0.22 2.31 -1.43  0.45
H -1.18 1.93 -0.97  0.48
O -0.68 2.63 -1.47  -0.97

Computed properties:
spin multiplicity	1
total charge	-1
total energy	-10995.6350	eV
molar mass	120.2	g mol⁻¹
energy relative to the best compared isomer or geometry (same formula, charge and spin)	190.1	kJ/mol

5.
# C5H10O2

A structure of composition C5H10O2 (ωB97M-V/def2-TZVPD, the Open Molecules 2025 dataset).

Each line ends with the natural charge from an NBO analysis.
Atoms and positions in Å:
C -1.31 0.03 -2.07  -0.25
O -0.84 -0.42 -0.81  -0.53
C 0.43 0.04 -0.44  0.07
C 0.68 1.39 0.32  -0.12
O 1.59 0.74 1.22  -0.53
C 1.03 -0.54 0.83  0.09
C 0.01 -1.06 1.81  -0.64
H -1.40 1.12 -2.11  0.17
H -0.65 -0.29 -2.89  0.17
H -2.30 -0.41 -2.22  0.20
H 1.11 -0.09 -1.33  0.16
H -0.19 1.81 0.85  0.18
H 1.06 1.90 -0.54  0.19
H 1.84 -1.24 0.69  0.18
H -0.42 -1.99 1.44  0.22
H 0.50 -1.25 2.77  0.22
H -0.82 -0.35 1.98  0.21

Computed properties:
spin multiplicity	1
total charge	0
total energy	-9439.9486	eV
molar mass	102.1	g mol⁻¹
energy relative to the best compared isomer or geometry (same formula, charge and spin)	298.6	kJ/mol

6.
# C5H13N2O

The ion C5H13N2O with charge +1 (ωB97M-V/def2-TZVPD, the Open Molecules 2025 dataset).

Each line ends with the natural charge from an NBO analysis.
Atoms and positions in Å:
C -2.01 -0.55 0.35  -0.40
C -0.82 -1.07 -0.46  -0.24
C -2.60 0.56 -0.10  0.07
C 1.44 0.02 -0.63  0.10
C 3.63 0.57 0.24  -0.25
N -3.82 0.97 0.34  -0.75
N 0.47 -0.71 0.27  -0.55
O 2.23 0.86 0.11  -0.54
H -2.14 -1.09 1.28  0.23
H 1.98 -0.84 -1.12  0.20
H -0.72 -2.19 -0.47  0.22
H -0.86 -0.85 -1.45  0.23
H -2.38 1.06 -1.00  0.20
H 0.76 0.70 -1.39  0.22
H 4.14 0.93 -0.68  0.20
H 3.66 -0.48 0.36  0.17
H 4.11 1.15 1.11  0.23
H -4.04 0.79 1.28  0.38
H -4.16 1.83 0.06  0.39
H 0.24 -0.11 1.06  0.44
H 0.89 -1.56 0.83  0.44

Computed properties:
spin multiplicity	1
total charge	+1
total energy	-10414.8351	eV
molar mass	117.2	g mol⁻¹
energy relative to the best compared isomer or geometry (same formula, charge and spin)	324.3	kJ/mol
SMILES	COC[NH2+]C/C=C/N

Which formula does entry 5 have?
C5H10O2

Among the records above, which one has the highest molar mass?
C15H51N2O18PSSi